C7H14O2Si | ωB97M-V/def2-TZVPD

Calculated values
DFT total energy = -715.0254 hartree
charge = 0
LUMO level = 0.555 eV
strongest force on any atom = 0.0966 hartree/bohr

Cartesian coordinates (Å):
C: -2.28 -0.65 0.20
C: -1.70 0.23 -0.91
C: -0.62 1.06 -0.21
C: -0.01 0.20 0.88
C: -1.35 2.24 0.39
C: 2.79 0.03 0.31
C: 1.11 -2.07 -0.93
O: -3.30 -1.28 0.02
O: -1.51 -0.83 1.26
Si: 1.30 -1.13 0.72
H: -1.25 -0.24 -1.81
H: -2.45 0.82 -1.20
H: 0.07 1.24 -1.02
H: -0.03 0.60 1.91
H: -1.35 3.20 -0.09
H: -1.07 2.56 1.34
H: -2.38 2.03 0.58
H: 3.08 -0.09 -0.72
H: 2.58 1.02 0.35
H: 3.58 -0.23 0.98
H: 1.75 -2.84 -0.94
H: 0.04 -2.47 -1.16
H: 1.35 -1.41 -1.82
H: 1.64 -2.00 1.84